1.
ORCA calculation (ωB97M-V/def2-TZVPD) on an isolated ion of composition C3H8N3S and charge +1 in a non-equilibrium geometry.

Element x y z (Å)
C1 0.0335 -1.2711 -0.8413
C2 1.5395 0.3679 -0.0049
C3 -0.8753 0.6734 0.2224
N1 -1.0414 -0.6327 -0.4670
N2 0.4192 0.7247 0.8116
N3 1.2448 -0.8994 -0.6538
S1 -2.3155 0.7207 1.3782
H1 -0.0960 -2.2141 -1.2857
H2 1.5497 1.2451 -0.7649
H3 2.4695 0.3767 0.6580
H4 -0.7710 1.2691 -0.6828
H5 -1.9082 -1.1159 -0.3098
H6 0.3050 0.1276 1.7157
H7 1.8870 -1.5238 -1.0627
H8 -2.4407 2.1518 1.2870

As for the net charge: +1. As for the structure (SMILES): S[C@@H]1NC=[NH+]CN1. The calculation puts the highest occupied orbital energy at -13.93 eV. The multiplicity is 1. The calculation puts the HOMO-LUMO gap at 0.3794 Ha. The value obtained for the LUMO energy is -3.603 eV. The calculation puts the calculated total energy at -18538.8849 eV. The relative energy (zero: lowest compared OMol25 entry of this formula, charge and spin) is 0.621 eV.

=====

2.
ORCA calculation (ωB97M-V/def2-TZVPD) on C27H27CeCl5N5O2 as an isolated structure in a non-equilibrium geometry.

Element x y z (Å)
Ce1 -0.1509 1.5953 1.6356
N1 0.2667 1.6865 -3.1857
C1 0.6949 2.3978 -1.9353
C2 2.1870 2.2036 -1.7086
C3 2.6433 2.8234 -0.3887
N2 2.2822 1.9266 0.7703
C4 2.1115 4.2464 -0.1925
C5 0.6545 4.4851 -0.5906
N3 -0.2895 3.9668 0.4625
C6 0.3230 3.8668 -1.9457
H1 0.2286 0.6756 -2.9764
H2 0.9159 1.8587 -3.9584
H3 -0.6606 1.9772 -3.5036
H4 0.1433 1.9255 -1.1153
H5 2.7282 2.7125 -2.5132
H6 2.4652 1.1463 -1.7613
H7 3.7303 2.8803 -0.4140
H8 2.8530 2.2283 1.5620
H9 2.6292 0.9900 0.5580
H10 2.7300 4.9138 -0.7957
H11 2.2755 4.5696 0.8407
H12 0.5064 5.5604 -0.6712
H13 -1.2494 4.1314 0.1543
H14 -0.2000 4.5869 1.2704
H15 0.8881 4.3978 -2.7164
H16 -0.7380 4.0099 -2.1750
Cl1 -3.5911 2.2744 1.4876
C7 -2.9987 2.3365 3.1254
C8 -1.6413 2.4149 3.2602
C9 -1.0587 2.2700 4.4866
Cl2 0.7005 2.1393 4.4732
C10 -1.8006 2.1439 5.6467
Cl3 -1.0349 1.9851 7.1476
C11 -3.2063 2.1611 5.5125
Cl4 -4.1684 2.0463 6.8878
C12 -3.8168 2.2349 4.2390
Cl5 -5.4961 2.1775 4.0535
O1 -0.4324 -0.4209 2.3790
C13 -0.3264 -1.0375 1.2284
N4 -0.4165 -2.3086 0.9975
C14 -0.1927 -2.5976 -0.4440
C15 -0.0770 -1.1564 -0.9629
O2 0.0458 -0.8262 -2.1173
N5 -0.0792 -0.2711 0.1159
C16 1.1844 -3.2282 -0.6703
C17 2.0898 -3.4424 0.3607
C18 3.3201 -4.0342 0.0860
C19 3.6409 -4.4036 -1.2108
C20 2.7302 -4.1861 -2.2404
C21 1.5031 -3.6042 -1.9730
C22 -1.3512 -3.3984 -1.0152
C23 -1.3821 -4.7687 -0.7662
C24 -2.4484 -5.5287 -1.2204
C25 -3.4808 -4.9272 -1.9323
C26 -3.4475 -3.5648 -2.1846
C27 -2.3852 -2.7974 -1.7225
H17 -0.6226 -3.0104 1.6970
H18 1.8565 -3.1770 1.3863
H19 4.0178 -4.2186 0.8922
H20 4.5919 -4.8754 -1.4205
H21 2.9702 -4.4891 -3.2514
H22 0.7837 -3.4677 -2.7712
H23 -0.5603 -5.2524 -0.2480
H24 -2.4673 -6.5940 -1.0325
H25 -4.3058 -5.5244 -2.2975
H26 -4.2453 -3.0985 -2.7475
H27 -2.3697 -1.7367 -1.9408

As for the net charge: +3. The calculation puts the highest occupied orbital energy (spin up / spin down) at -15.82 / -15.82 eV. The multiplicity is 1. The calculation puts the HOMO-LUMO gap (spin up / spin down) at 0.1760 / 0.1780 Ha. The value obtained for the LUMO energy (spin up / spin down) is -11.032 / -10.978 eV. The calculation puts the calculated total energy at -115500.6881 eV. The relative energy (zero: lowest compared OMol25 entry of this formula, charge and spin) is 0.000 eV.

=====

3.
ORCA calculation (ωB97M-V/def2-TZVPD) on C5H10Br2FO3P as an isolated structure in a non-equilibrium geometry.

Element x y z (Å)
C1 -0.6851 -3.3660 -0.8327
C2 0.4620 2.9665 1.0445
C3 -0.5949 -2.2636 0.1457
C4 0.2322 2.6390 -0.4103
C5 2.7569 -0.0514 0.5762
O1 -0.4490 0.1765 1.6514
O2 -0.0829 -1.1295 -0.5226
O3 -0.0742 1.2935 -0.6001
F1 3.1339 0.3034 1.7981
P1 0.2021 0.1130 0.3566
Br1 3.0148 -1.8751 0.1227
Br2 3.5550 0.9754 -0.7779
H1 -1.0915 -4.2789 -0.2556
H2 -1.2863 -3.2328 -1.7394
H3 0.4143 -3.6470 -1.2698
H4 -0.4423 2.9929 1.6927
H5 1.0613 2.0866 1.4511
H6 1.0896 3.7439 0.8880
H7 0.1096 -2.5344 0.9537
H8 -1.4381 -1.8500 0.5994
H9 1.1887 2.7684 -0.8101
H10 -0.5027 3.2142 -0.9685

The calculation puts the highest occupied orbital energy (spin up / spin down) at -6.28 / -10.59 eV. The multiplicity is 3. The calculation puts the HOMO-LUMO gap (spin up / spin down) at 0.2457 / 0.2964 Ha. The value obtained for the LUMO energy (spin up / spin down) is 0.411 / -2.522 eV. The calculation puts the calculated total energy at -163576.8151 eV.

=====

4.
ORCA calculation (ωB97M-V/def2-TZVPD) on C12H24AuN2O5P2S3Te as an isolated structure in a non-equilibrium geometry.

Element x y z (Å)
Au1 0.0797 0.0473 -0.0158
C1 4.6245 1.9502 2.9805
C2 3.1811 1.5117 3.1258
O1 3.1181 0.0842 3.0116
P1 2.0422 -0.6143 2.0721
S1 2.3978 -0.1599 0.1391
S2 0.1722 -0.2518 2.6965
O2 2.4356 -2.1329 2.2759
C3 2.2031 -2.7315 3.5640
C4 1.6706 -4.1365 3.3650
H1 4.6975 3.0238 3.1248
H2 4.9931 1.7020 1.9890
H3 5.2434 1.4493 3.7199
H4 2.5558 1.9708 2.3545
H5 2.7828 1.7734 4.1088
H6 1.4821 -2.1211 4.1185
H7 3.1521 -2.7405 4.1067
H8 0.6823 -4.1016 2.9129
H9 1.6029 -4.6381 4.3272
H10 2.3351 -4.6976 2.7137
S3 -0.0304 2.6703 -0.0438
C5 -1.1454 2.5703 -1.3619
N1 -0.5318 2.2926 -2.5930
C6 -1.3164 2.4183 -3.7417
C7 -2.6734 2.4811 -3.5951
C8 -3.2177 2.5765 -2.3002
N2 -2.4109 2.6961 -1.2190
H11 0.4669 2.4231 -2.6480
H12 -0.7956 2.4844 -4.6809
H13 -3.3072 2.5517 -4.4623
H14 -4.2751 2.6363 -2.1108
C9 -4.4842 -1.2415 1.6870
C10 -3.8336 -2.3208 0.8441
O3 -3.8429 -1.9539 -0.5418
P2 -2.5239 -1.2991 -1.1752
O4 -2.0169 -0.1650 -0.3432
Te1 -3.0998 -0.7995 -3.4217
O5 -1.4044 -2.4603 -1.0643
C11 -1.6401 -3.6727 -1.7759
C12 -0.5726 -4.6937 -1.4318
H15 -4.4992 -1.5467 2.7309
H16 -5.5068 -1.0781 1.3553
H17 -3.9274 -0.3135 1.5796
H18 -4.3928 -3.2613 0.9106
H19 -2.8006 -2.4875 1.1671
H20 -1.6255 -3.4617 -2.8537
H21 -2.6326 -4.0604 -1.5157
H22 0.4150 -4.3116 -1.6758
H23 -0.7664 -5.5972 -2.0058
H24 -0.6000 -4.9309 -0.3720

The calculation puts the highest occupied orbital energy (spin up / spin down) at -6.50 / -6.37 eV. The multiplicity is 2. The calculation puts the HOMO-LUMO gap (spin up / spin down) at 0.1996 / 0.1146 Ha. The value obtained for the LUMO energy (spin up / spin down) is -1.064 / -3.248 eV. The calculation puts the calculated total energy at -88122.8607 eV.

=====

5.
ORCA calculation (ωB97M-V/def2-TZVPD) on C28H26HfN6O2SSe5 as an isolated structure in a non-equilibrium geometry.

Element x y z (Å)
Hf1 -0.2591 -0.7187 2.2769
O1 0.5620 -1.8962 0.9257
C1 1.6972 -2.5110 0.7364
C2 1.7110 -3.8887 0.4424
C3 2.8945 -4.5562 0.2229
C4 4.1161 -3.8779 0.2660
C5 4.1242 -2.5313 0.5478
C6 2.9350 -1.8295 0.7880
C7 2.9683 -0.4178 1.0770
N1 1.9433 0.2469 1.4368
C8 2.0993 1.6601 1.7067
C9 0.7868 2.3434 1.3649
N2 -0.3026 1.6827 2.0664
C10 -1.2255 2.4301 2.5560
C11 -2.3991 2.0006 3.2600
C12 -3.4256 2.9352 3.4842
C13 -4.5671 2.5937 4.1640
C14 -4.6934 1.2988 4.6789
C15 -3.7017 0.3656 4.4899
C16 -2.5420 0.6846 3.7632
O2 -1.6093 -0.2121 3.6010
H1 0.7592 -4.4050 0.4158
H2 2.8798 -5.6214 0.0273
H3 5.0418 -4.4082 0.0836
H4 5.0673 -1.9973 0.6134
H5 3.9377 0.0813 0.9639
H6 2.9131 2.1095 1.1265
H7 2.3099 1.8006 2.7729
H8 0.6308 2.2409 0.2863
H9 0.8474 3.4086 1.6155
H10 -1.1478 3.5150 2.4129
H11 -3.3108 3.9386 3.0877
H12 -5.3568 3.3184 4.3075
H13 -5.5816 1.0270 5.2346
H14 -3.7793 -0.6380 4.8863
Se1 1.3895 -0.4439 4.3471
Se2 0.0200 -2.0506 5.3483
Se3 -0.1278 -3.6071 3.6458
Se4 -1.8776 -2.9064 2.2719
C17 -2.4390 -0.8239 -2.6848
N3 -2.1657 0.5388 -2.2875
C18 -2.1216 0.9742 -1.0156
Se5 -2.4290 -0.0254 0.4967
N4 -1.8012 2.2884 -1.0433
C19 -1.5550 2.6900 -2.3446
C20 -1.1279 3.8893 -2.8874
C21 -0.9350 3.9257 -4.2594
C22 -1.1571 2.7994 -5.0523
C23 -1.5874 1.6015 -4.5071
C24 -1.7848 1.5627 -3.1373
H15 -2.9680 -1.3175 -1.8741
H16 -1.5046 -1.3545 -2.8652
H17 -3.0581 -0.8233 -3.5810
H18 -1.7401 2.8557 -0.2167
H19 -0.9321 4.7529 -2.2657
H20 -0.5886 4.8397 -4.7217
H21 -0.9824 2.8636 -6.1176
H22 -1.7437 0.7259 -5.1218
S1 1.2167 0.5123 -1.8324
C25 1.7321 -0.9548 -2.3959
N5 3.0819 -1.1197 -2.6655
C26 3.5972 -2.2734 -3.1321
C27 2.7742 -3.3306 -3.3481
C28 1.4065 -3.1313 -3.0657
N6 0.9079 -2.0010 -2.6420
H23 3.6728 -0.3237 -2.4814
H24 4.6608 -2.2939 -3.3210
H25 3.1472 -4.2712 -3.7188
H26 0.6973 -3.9400 -3.2128

The calculation puts the highest occupied orbital energy at -6.47 eV. The multiplicity is 1. The calculation puts the HOMO-LUMO gap at 0.2226 Ha. The value obtained for the LUMO energy is -0.415 eV. The calculation puts the calculated total energy at -381373.2171 eV. The relative energy (zero: lowest compared OMol25 entry of this formula, charge and spin) is 1.242 eV.

=====

6.
ORCA calculation (ωB97M-V/def2-TZVPD) on a 2-piece molecular cluster, C13H24F3NO6PS overall.

Element x y z (Å)
O1 -0.8576 -4.0231 4.1952
P1 -1.0201 -3.2973 2.9204
C1 -1.2909 -1.4751 3.2181
S1 -2.8351 -0.8108 2.4887
O2 -2.9276 0.5990 2.6908
O3 -2.8819 -1.3800 1.1705
C2 -4.1701 -1.6110 3.5191
F1 -4.4560 -0.8488 4.5410
F2 -5.2332 -1.8111 2.7855
F3 -3.7086 -2.7768 3.9649
C3 -0.9496 -1.1138 4.6681
O4 -0.6809 0.2994 4.5341
C4 0.0061 0.4122 3.3833
O5 0.8003 1.2295 3.0634
O6 -0.3357 -0.6469 2.5338
H1 0.1195 -3.2326 2.1023
H2 -2.0823 -3.6848 2.0972
H3 -1.6644 -1.3468 5.4547
H4 0.0155 -1.5971 4.8710
C5 -1.2845 2.3735 -0.9003
C6 -1.2020 0.8728 -1.1687
C7 0.0223 0.2152 -0.5263
C8 1.4028 0.6328 -1.0093
N1 1.7727 0.2920 -2.4461
C9 1.2738 1.3679 -3.3938
C10 2.4049 2.3705 -3.4678
C11 3.6341 1.4665 -3.5460
C12 3.3003 0.3130 -2.6006
C13 1.2442 -1.0443 -2.8401
H5 -0.4404 2.9282 -1.3196
H6 -2.1923 2.7946 -1.3305
H7 -1.3037 2.5688 0.1729
H8 -1.2470 0.6777 -2.2444
H9 -2.0847 0.3895 -0.7478
H10 -0.0781 -0.8720 -0.5667
H11 0.0159 0.4581 0.5350
H12 2.1473 0.1399 -0.3857
H13 1.5511 1.7077 -0.9079
H14 1.1063 0.8935 -4.3604
H15 0.3379 1.7650 -3.0184
H16 2.4317 2.9926 -2.5713
H17 2.3036 3.0311 -4.3257
H18 4.5515 1.9707 -3.2516
H19 3.7716 1.0982 -4.5629
H20 3.7328 0.4507 -1.6143
H21 3.6097 -0.6543 -2.9861
H22 0.1591 -1.0162 -2.8598
H23 1.5893 -1.7887 -2.1261
H24 1.6222 -1.2791 -3.8322

As for the net charge: +1. The calculation puts the highest occupied orbital energy at -13.49 eV. The multiplicity is 1. The calculation puts the HOMO-LUMO gap at 0.4089 Ha. The value obtained for the LUMO energy is -2.364 eV. The calculation puts the calculated total energy at -55914.7578 eV. The relative energy (zero: lowest compared OMol25 entry of this formula, charge and spin) is 0.000 eV.